No. 1
Entry from the Open Molecules 2025 dataset: a gas-phase ion, C15H22FN4OS (charge +1) at a distorted geometry (wB97M-V/def2-TZVPD).

Output
HOMO: -11.7422 eV
HOMO-LUMO gap: 7.34 eV

The geometry in ORCA input format:
```
! wB97M-V def2-TZVPD RIJCOSX def2/J DEFGRID3
* xyz 1 1
C -0.153 -4.280 2.136
C 0.532 -4.426 0.777
F 1.893 -4.521 0.944
C 0.230 -3.288 -0.151
C -1.062 -2.919 -0.474
C -1.215 -1.851 -1.343
N -0.163 -1.231 -1.841
C -0.298 -0.064 -2.741
C 0.109 1.232 -2.006
C -1.007 2.265 -1.814
C -0.529 3.367 -0.835
C -1.227 3.375 0.535
C -1.451 1.999 1.185
C -0.704 1.777 2.517
S 0.316 0.280 2.496
C 1.619 0.780 1.469
N 2.423 -0.016 0.841
N 3.311 0.801 0.163
C 2.966 2.014 0.441
O 1.885 2.084 1.263
N 1.094 -1.561 -1.574
C 1.273 -2.558 -0.744
H -0.250 -3.235 2.413
H 0.471 -4.778 2.869
H -1.142 -4.725 2.127
H 0.192 -5.355 0.316
H -1.922 -3.425 -0.069
H -2.190 -1.507 -1.644
H -1.311 -0.033 -3.121
H 0.378 -0.248 -3.567
H 0.500 0.954 -1.029
H 0.927 1.701 -2.543
H -1.934 1.809 -1.471
H -1.214 2.717 -2.782
H -0.640 4.349 -1.283
H 0.538 3.215 -0.684
H -0.609 3.984 1.194
H -2.175 3.897 0.441
H -2.515 1.912 1.393
H -1.196 1.182 0.521
H -0.095 2.633 2.784
H -1.394 1.609 3.337
H 3.446 2.901 0.076
H 2.294 -2.815 -0.523
*
```

***

No. 2
Entry from the Open Molecules 2025 dataset: 2 unconnected molecules or ions with the total composition C4H6N2 at a distorted geometry (wB97M-V/def2-TZVPD).

Output
HOMO: -8.9615 eV
HOMO-LUMO gap: 9.30 eV

The geometry in ORCA input format:
```
! wB97M-V def2-TZVPD RIJCOSX def2/J DEFGRID3
* xyz 0 1
C -0.230 -1.552 0.549
C 0.097 -0.351 -0.231
C -0.022 0.512 -1.173
C -0.592 1.106 -2.303
N -1.048 1.583 -3.257
N 1.011 0.806 -0.104
H 0.587 -2.278 0.480
H -0.345 -1.278 1.603
H -1.150 -2.014 0.184
H 1.934 0.534 -0.464
H -0.332 1.458 2.667
H 0.089 1.475 2.050
*
```

***

No. 3
Entry from the Open Molecules 2025 dataset: a single C3H4ClFN2 molecule at a distorted geometry (wB97M-V/def2-TZVPD).

Output
HOMO: -9.0463 eV
HOMO-LUMO gap: 9.50 eV

The geometry in ORCA input format:
```
! wB97M-V def2-TZVPD RIJCOSX def2/J DEFGRID3
* xyz 0 1
N -2.342 -0.001 -0.189
N -1.066 0.194 0.183
C -0.151 -0.670 -0.055
C 1.247 -0.156 -0.056
Cl 2.399 -1.411 0.042
C 1.780 1.045 0.019
F 3.163 1.202 -0.098
H -2.714 -0.946 -0.068
H -2.945 0.444 0.576
H -0.500 -1.615 -0.538
H 1.129 1.915 0.183
*
```

***

No. 4
Entry from the Open Molecules 2025 dataset: a single C4H7NO2 molecule at a distorted geometry (wB97M-V/def2-TZVPD).

Output
HOMO: -9.8812 eV
HOMO-LUMO gap: 10.02 eV

The geometry in ORCA input format:
```
! wB97M-V def2-TZVPD RIJCOSX def2/J DEFGRID3
* xyz 0 1
C 0.750 -1.843 0.323
C -0.085 -0.946 -0.557
O -0.171 -1.069 -1.751
N -0.119 0.638 0.069
C 0.247 1.931 -0.482
C -1.179 0.460 0.827
O -2.064 1.077 1.347
H 0.222 -2.792 0.431
H 1.703 -2.019 -0.180
H 0.945 -1.427 1.309
H 1.071 2.339 0.109
H 0.558 1.816 -1.523
H -0.582 2.642 -0.448
H -1.298 -0.806 0.526
*
```

***

These records have molecular weight values of 325.43; 82.11; 122.53; 101.10 g mol⁻¹, in the order they appear.
These records have calculated total energy values of -37464.652; -7220.965; -21393.261; -9844.234 eV, in the order they appear.